Entry a
Density functional theory data (wB97M-V/def2-TZVPD) for 2 unconnected molecules or ions with the total composition C3H10NO.

Properties
HOMO-LUMO gap (spin up / spin down), eV: 6.3429 / 10.5771
LUMO energy (spin up / spin down), eV: 0.8 / 0.8
Highest occupied orbital energy (spin up / spin down), eV: -5.6 / -9.8

ORCA input file:
```
! wB97M-V def2-TZVPD RIJCOSX def2/J DEFGRID3
* xyz 0 2
C 2.06 0.94 -0.15
O 1.29 0.74 -1.32
H 2.64 1.86 -0.14
H 2.74 0.12 0.09
H 1.41 1.09 0.71
H 1.90 0.40 -1.99
C -1.31 -1.80 0.83
C -1.54 0.67 0.42
N -0.89 -0.50 0.23
H -1.82 -2.30 0.01
H -0.38 -2.32 1.06
H -1.86 -1.65 1.75
H -2.62 0.66 0.48
H -1.07 1.60 0.15
H 0.09 -0.57 0.01
*
```

***

Entry b
Density functional theory data (wB97M-V/def2-TZVPD) for 2 unconnected molecules or ions with the total composition C3H10NO.

Properties
HOMO-LUMO gap (spin up / spin down), eV: 10.5728 / 7.7900
LUMO energy (spin up / spin down), eV: 0.9 / -1.7
Highest occupied orbital energy (spin up / spin down), eV: -9.6 / -9.5

ORCA input file:
```
! wB97M-V def2-TZVPD RIJCOSX def2/J DEFGRID3
* xyz 0 2
C 0.80 3.22 -0.22
H -0.23 3.16 -0.56
H 1.02 2.23 0.18
H 0.86 3.97 0.57
H 1.50 3.48 -1.00
C -0.67 -0.37 0.42
O -0.99 0.75 -0.21
C 0.20 -1.37 -0.36
N 0.42 -2.69 0.23
H -0.26 -0.27 1.45
H -1.59 -0.95 0.71
H -0.23 -1.55 -1.35
H 1.17 -0.90 -0.51
H 0.93 -2.60 1.10
H -0.49 -3.10 0.44
*
```

***

Entry c
Density functional theory data (wB97M-V/def2-TZVPD) for 2 unconnected molecules or ions with the total composition C3H10NO.

Properties
HOMO-LUMO gap (spin up / spin down), eV: 2.9094 / 7.0632
LUMO energy (spin up / spin down), eV: 0.3 / 0.1
Highest occupied orbital energy (spin up / spin down), eV: -2.6 / -6.9

ORCA input file:
```
! wB97M-V def2-TZVPD RIJCOSX def2/J DEFGRID3
* xyz 0 2
C 1.45 -1.54 -0.31
N 1.50 -0.06 -0.53
H 2.39 -1.98 -0.65
H 1.31 -1.73 0.74
H 0.60 -1.93 -0.85
H 1.98 0.16 -1.39
H 1.98 0.43 0.23
H 0.51 0.36 -0.59
C -0.92 0.05 1.46
C -1.64 0.54 0.38
O -0.92 1.00 -0.76
H -1.44 -0.44 2.25
H 0.13 0.32 1.61
H -2.71 0.69 0.35
H -1.26 1.86 -1.01
*
```

***

Entry d
Density functional theory data (wB97M-V/def2-TZVPD) for 2 unconnected molecules or ions with the total composition C3H10NO.

Properties
HOMO-LUMO gap (spin up / spin down), eV: 10.4379 / 7.3758
LUMO energy (spin up / spin down), eV: 0.9 / -2.1
Highest occupied orbital energy (spin up / spin down), eV: -9.5 / -9.5

ORCA input file:
```
! wB97M-V def2-TZVPD RIJCOSX def2/J DEFGRID3
* xyz 0 2
C -0.98 0.05 2.76
O 0.27 0.05 2.18
H -1.34 1.10 3.01
H -1.95 -0.26 2.28
H -1.04 -0.62 3.76
C 0.76 -0.45 -2.49
C 0.80 0.16 -1.03
N -0.54 0.39 -0.51
H -0.01 0.07 -3.14
H 1.79 -0.41 -2.93
H 0.60 -1.47 -2.59
H 1.28 -0.60 -0.41
H 1.45 1.03 -1.17
H -0.62 -0.24 0.28
H -0.47 1.23 0.00
*
```

***

The most stable arrangement is entry b, and the next structure is 3.8 kcal/mol less stable.

***

Entry a
Density functional theory data (wB97M-V/def2-TZVPD) for CH5NO2S in the gas phase.

Properties
HOMO-LUMO gap, eV: 10.3306
LUMO energy, eV: 0.9
Highest occupied orbital energy, eV: -9.4

ORCA input file:
```
! wB97M-V def2-TZVPD RIJCOSX def2/J DEFGRID3
* xyz 0 1
C -1.74 0.02 0.03
N 2.09 0.18 -0.76
O 1.07 -0.54 1.27
O -0.51 0.24 -0.67
S 0.90 0.59 0.21
H -1.73 -1.07 0.13
H -2.52 0.29 -0.71
H -1.82 0.46 0.92
H 2.46 0.86 -1.30
H 1.80 -1.02 0.87
*
```

***

Entry b
Density functional theory data (wB97M-V/def2-TZVPD) for 2 unconnected molecules or ions with the total composition CH5NO2S.

Properties
HOMO-LUMO gap (spin up / spin down), eV: 7.3869 / 9.6890
LUMO energy (spin up / spin down), eV: -0.8 / -0.1
Highest occupied orbital energy (spin up / spin down), eV: -8.2 / -9.8

ORCA input file:
```
! wB97M-V def2-TZVPD RIJCOSX def2/J DEFGRID3
* xyz 0 1
C 0.19 0.01 1.20
N -0.28 0.00 -1.28
O 1.22 -1.78 -0.35
O -1.03 -0.43 1.27
S 1.13 -0.33 -0.32
H 0.03 2.30 0.51
H 0.68 0.21 2.14
H -0.43 1.01 -1.31
H -0.16 -0.36 -2.22
H -1.35 -0.63 0.36
*
```

***

The most stable arrangement is entry a, and the next structure is 56.3 kcal/mol less stable.

***

Entry a
Density functional theory data (wB97M-V/def2-TZVPD) for CH5NO2S in the gas phase.

Properties
HOMO-LUMO gap, eV: 8.9588
LUMO energy, eV: -0.4
Highest occupied orbital energy, eV: -9.3

ORCA input file:
```
! wB97M-V def2-TZVPD RIJCOSX def2/J DEFGRID3
* xyz 0 1
C 1.41 0.50 -0.02
N -1.41 0.09 -0.04
O -1.87 -0.53 1.32
O 0.42 -1.40 -1.60
S 0.14 0.00 -1.28
H 2.23 -0.24 0.03
H 1.67 1.45 -0.35
H 0.84 0.39 0.91
H -1.16 1.04 0.12
H -2.27 -1.29 0.91
*
```

***

Entry b
Density functional theory data (wB97M-V/def2-TZVPD) for 2 unconnected molecules or ions with the total composition CH5NO2S.

Properties
HOMO-LUMO gap, eV: 9.3844
LUMO energy, eV: 0.6
Highest occupied orbital energy, eV: -8.8

ORCA input file:
```
! wB97M-V def2-TZVPD RIJCOSX def2/J DEFGRID3
* xyz 0 1
C -1.21 0.85 -1.48
O -0.34 1.55 -1.10
H -2.14 1.05 -2.23
H -1.01 -0.21 -1.35
N 1.33 -0.81 0.15
S 0.04 -1.45 1.00
O 0.13 -0.63 2.44
H 2.20 -0.67 0.58
H 1.24 0.10 -0.29
H -0.23 0.22 2.27
*
```

***

The most stable arrangement is entry b, and the next structure is 54.8 kcal/mol less stable.

***

Entry a
Density functional theory data (wB97M-V/def2-TZVPD) for C3H3NO2 in the gas phase.

Properties
HOMO-LUMO gap, eV: 10.6676
LUMO energy, eV: 1.0
Highest occupied orbital energy, eV: -9.7

ORCA input file:
```
! wB97M-V def2-TZVPD RIJCOSX def2/J DEFGRID3
* xyz 0 1
C -0.15 -0.80 -0.14
C 0.19 0.13 -1.00
N 0.11 1.63 0.03
O -1.25 1.71 0.44
C -0.35 0.98 1.19
O -0.42 -0.39 1.14
H -0.25 -1.86 -0.29
H 0.50 0.29 -2.00
H -0.12 1.35 2.18
*
```

***

Entry b
Density functional theory data (wB97M-V/def2-TZVPD) for 2 unconnected molecules or ions with the total composition C3H3NO2.

Properties
HOMO-LUMO gap, eV: 8.9215
LUMO energy, eV: 0.9
Highest occupied orbital energy, eV: -8.0

ORCA input file:
```
! wB97M-V def2-TZVPD RIJCOSX def2/J DEFGRID3
* xyz 0 1
O 1.68 -0.22 0.30
C 0.89 0.65 -0.25
C 0.39 1.79 -0.51
O -0.64 1.21 0.20
H 1.32 -1.12 0.15
H 0.49 2.78 -0.93
C -1.41 -1.68 0.36
N -0.36 -2.15 0.25
H -2.38 -1.23 0.46
*
```

***

Entry c
Density functional theory data (wB97M-V/def2-TZVPD) for C3H3NO2 in the gas phase.

Properties
HOMO-LUMO gap, eV: 9.0605
LUMO energy, eV: -0.5
Highest occupied orbital energy, eV: -9.5

ORCA input file:
```
! wB97M-V def2-TZVPD RIJCOSX def2/J DEFGRID3
* xyz 0 1
C -1.55 -1.79 0.23
C -1.02 -0.68 0.09
C -0.95 0.65 -0.29
O -1.38 1.72 -0.03
O 0.60 0.18 -0.60
N 1.50 0.97 0.21
H -1.36 -2.85 0.28
H 2.02 1.51 -0.49
H 2.15 0.30 0.61
*
```

***

The most stable arrangement is entry a, and the next structure is 13.4 kcal/mol less stable.

***

Entry a
Density functional theory data (wB97M-V/def2-TZVPD) for 3 unconnected molecules or ions with the total composition C3H3NO2.

Properties
HOMO-LUMO gap (spin up / spin down), eV: 6.4725 / 10.4738
LUMO energy (spin up / spin down), eV: -2.8 / -0.4
Highest occupied orbital energy (spin up / spin down), eV: -9.3 / -10.9

ORCA input file:
```
! wB97M-V def2-TZVPD RIJCOSX def2/J DEFGRID3
* xyz 0 1
C 2.68 -1.88 -0.36
C 1.89 -1.11 -0.81
C 0.41 0.73 -1.67
N -1.45 1.69 -0.10
O 0.82 1.05 -2.69
O -0.11 0.53 -0.65
H 3.45 -2.27 0.16
H -1.63 1.26 0.81
H -2.27 1.35 -0.62
*
```

***

Entry b
Density functional theory data (wB97M-V/def2-TZVPD) for a molecular structure, C3H3NO2.

Properties
HOMO-LUMO gap, eV: 11.4875
LUMO energy, eV: 0.4
Highest occupied orbital energy, eV: -11.1

ORCA input file:
```
! wB97M-V def2-TZVPD RIJCOSX def2/J DEFGRID3
* xyz 0 1
C 1.98 -1.15 -1.06
C 0.13 -0.25 0.66
C 0.74 -0.72 -0.57
N 3.06 -1.47 -1.33
O -0.44 -1.25 -0.18
O 0.47 0.57 -1.79
H 0.63 -0.62 1.58
H -0.36 0.78 0.51
H 0.58 0.03 -2.64
*
```

***

The most stable arrangement is entry b, and the next structure is 100.5 kcal/mol less stable.

***

Entry a
Density functional theory data (wB97M-V/def2-TZVPD) for C3HN3O in the gas phase.

Properties
HOMO-LUMO gap, eV: 8.8389
LUMO energy, eV: -0.9
Highest occupied orbital energy, eV: -9.7

ORCA input file:
```
! wB97M-V def2-TZVPD RIJCOSX def2/J DEFGRID3
* xyz 0 1
N 1.67 -0.27 -0.84
C 1.79 -0.47 0.36
C 0.24 -0.20 0.06
C -0.44 1.11 0.10
O -1.64 1.24 0.11
N -1.31 -2.10 0.07
N -0.58 -1.25 0.06
H 0.27 1.95 0.09
*
```

***

Entry b
Density functional theory data (wB97M-V/def2-TZVPD) for C3HN3O in the gas phase.

Properties
HOMO-LUMO gap, eV: 10.0848
LUMO energy, eV: -0.9
Highest occupied orbital energy, eV: -10.9

ORCA input file:
```
! wB97M-V def2-TZVPD RIJCOSX def2/J DEFGRID3
* xyz 0 1
N -0.23 -2.81 0.80
C -0.46 -1.66 0.46
C -0.31 -0.29 0.06
C 0.74 0.41 -0.55
N 0.45 1.73 -0.41
N -0.65 1.91 0.10
O -1.20 0.66 0.46
H 1.66 0.04 -0.92
*
```

***

Entry c
Density functional theory data (wB97M-V/def2-TZVPD) for C3HN3O in the gas phase.

Properties
HOMO-LUMO gap, eV: 10.8409
LUMO energy, eV: -0.3
Highest occupied orbital energy, eV: -11.1

ORCA input file:
```
! wB97M-V def2-TZVPD RIJCOSX def2/J DEFGRID3
* xyz 0 1
N -1.43 -1.70 1.83
C -0.93 -0.99 1.10
C -0.27 -0.14 0.17
N -0.70 0.51 -0.87
N 0.41 1.03 -1.66
C 1.40 0.83 -0.76
O 1.05 0.21 0.31
H 2.48 1.23 -0.64
*
```

***

The most stable arrangement is entry c, and the next structure is 8.7 kcal/mol less stable.

***

Entry a
Density functional theory data (wB97M-V/def2-TZVPD) for 2 unconnected molecules or ions with the total composition CH3BrOS.

Properties
HOMO-LUMO gap (spin up / spin down), eV: 7.9386 / 8.4286
LUMO energy (spin up / spin down), eV: -1.0 / -0.3
Highest occupied orbital energy (spin up / spin down), eV: -8.9 / -8.7

ORCA input file:
```
! wB97M-V def2-TZVPD RIJCOSX def2/J DEFGRID3
* xyz 0 1
C -1.13 0.43 0.03
O 1.17 -1.86 -0.49
S 1.09 -0.86 0.51
Br 2.05 0.97 -0.05
H -1.36 -0.59 0.09
H -0.83 0.89 -0.98
H -0.99 1.02 0.89
*
```

***

Entry b
Density functional theory data (wB97M-V/def2-TZVPD) for a molecular structure, CH3BrOS.

Properties
HOMO-LUMO gap (spin up / spin down), eV: 8.7247 / 8.7903
LUMO energy (spin up / spin down), eV: -0.9 / -0.9
Highest occupied orbital energy (spin up / spin down), eV: -9.6 / -9.7

ORCA input file:
```
! wB97M-V def2-TZVPD RIJCOSX def2/J DEFGRID3
* xyz 0 1
C 0.26 0.17 -0.12
O 1.76 2.69 0.64
S 1.73 1.03 -0.74
Br 3.24 -0.30 0.00
H -0.59 0.82 -0.34
H 0.33 0.03 0.95
H 0.17 -0.78 -0.63
*
```

***

The most stable arrangement is entry a, and the next structure is 28.6 kcal/mol less stable.